A molecular structure, C19H33N5O2PS2Ti in a non-equilibrium geometry. Source: OMol25; level of theory: wB97M-V/def2-TZVPD.

Positions of all 63 atoms, in Å:
1 Ti 0.5763 0.4642 -0.0796
2 C 1.1267 3.1374 -3.4865
3 C 0.7614 2.4839 -2.1944
4 N 1.3047 1.3038 -1.7787
5 C 2.2878 0.6067 -2.6047
6 C 2.3336 -0.8407 -2.1302
7 N 2.2269 -0.8890 -0.6556
8 C 3.4649 -0.6637 0.1247
9 C 3.5911 0.7708 0.6016
10 N 2.3152 1.2176 1.2038
11 C 2.0724 0.9094 2.6523
12 C 0.7308 0.1663 2.8018
13 N -0.1493 0.6901 1.7509
14 C -1.0132 1.7078 1.9782
15 C -1.6339 1.9719 3.3103
16 C -1.1794 2.5731 0.8556
17 C -1.9724 3.7315 0.7507
18 C -1.8612 4.5046 -0.3990
19 C -0.9864 4.1778 -1.4256
20 C -0.1969 3.0165 -1.2924
21 N -0.3191 2.2516 -0.1639
22 H 2.2117 3.1894 -3.6121
23 H 0.7359 4.1528 -3.5383
24 H 0.7283 2.5832 -4.3447
25 H 3.2781 1.0703 -2.5066
26 H 2.0380 0.6298 -3.6668
27 H 3.2359 -1.3405 -2.4860
28 H 1.4679 -1.3664 -2.5218
29 H 1.9138 -1.8232 -0.3810
30 H 4.3491 -0.9491 -0.4489
31 H 3.4010 -1.3278 0.9868
32 H 3.7902 1.4291 -0.2419
33 H 4.4268 0.8599 1.2967
34 H 2.2261 2.2151 1.0704
35 H 2.0404 1.8485 3.2009
36 H 2.8993 0.3204 3.0518
37 H 0.3280 0.2873 3.8072
38 H 0.8931 -0.8893 2.6381
39 H -1.8537 1.0378 3.8294
40 H -2.5696 2.5175 3.1948
41 H -0.9824 2.5716 3.9573
42 H -2.6465 4.0140 1.5477
43 H -2.4716 5.3957 -0.4941
44 H -0.9178 4.7949 -2.3103
45 C -3.7103 -3.6883 1.7257
46 C -2.3050 -3.2092 2.0014
47 O -2.0358 -2.1041 1.1284
48 P -0.7667 -2.0243 0.1369
49 S -1.4749 -0.3885 -0.9679
50 S 0.7634 -2.9208 1.1440
51 O -0.9601 -3.2041 -0.9754
52 C -2.0654 -3.2684 -1.8874
53 C -2.1285 -4.6936 -2.3871
54 H -3.9667 -4.4855 2.4308
55 H -3.7943 -4.0891 0.7118
56 H -4.4346 -2.8794 1.8385
57 H -1.5757 -4.0032 1.8615
58 H -2.2115 -2.8452 3.0245
59 H -1.9152 -2.5643 -2.7046
60 H -2.9869 -2.9853 -1.3760
61 H -1.1683 -4.9919 -2.8127
62 H -2.8949 -4.7806 -3.1625
63 H -2.3712 -5.3871 -1.5777

Forces on atoms 1 to 3 (eV/Å):
1.127 -0.773 -0.047
-0.019 -0.030 -0.054
0.181 -0.282 0.195

Summary:
2S+1   4
Relative energy (zero: lowest compared OMol25 entry of this formula, charge and spin)   1.471 eV
Max |F|   1.9 eV Å⁻¹
Gap between HOMO and LUMO (spin up / spin down)   5.71 / 8.02 eV
Calculated total energy   -3155.3645 a.u.
Charge   0